DFT (the ωB97M-V functional and the def2-TZVPD basis) results for 10 unconnected molecules or ions with the total composition C7H34NO9 in a non-equilibrium geometry.

The calculation puts the HOMO energy at -12.9 eV. The charge is +1. Its energy above the lowest of the compared OMol25 structures with the same formula, charge and spin is 20.0 kcal per mole. For the frontier orbital gap, the calculation gives 0.382 Eh. As for the LUMO energy: -2.51 eV.

Atoms and positions in Å:
O 0.52 -2.11 2.67
O 1.78 1.92 -3.09
O -3.11 1.57 -2.54
O -2.36 -2.27 1.03
O -1.75 -1.27 -1.36
O -0.10 -0.19 -3.18
O -2.87 0.10 2.23
O 3.79 0.13 -2.60
O -0.84 -0.20 4.16
N -2.00 1.44 0.11
C 1.06 0.39 -0.40
C 2.88 -2.90 0.55
C 0.33 0.94 0.84
C -0.85 3.01 1.68
C 1.43 -1.07 -0.33
C -0.66 2.08 0.52
C 2.47 -1.47 0.40
H 0.98 1.30 1.64
H -2.85 -0.79 1.79
H -1.47 -0.61 4.77
H 3.66 -0.42 -3.38
H -2.13 -2.17 0.09
H -0.09 3.78 1.82
H -2.58 1.85 -3.30
H -3.92 1.37 -3.03
H -1.60 -2.70 1.43
H -1.07 2.55 2.64
H -1.80 0.79 -0.65
H 0.78 -1.75 1.82
H 2.14 -3.44 1.15
H 1.97 0.98 -0.55
H 2.63 1.44 -2.97
H -0.35 -0.94 3.73
H 0.51 0.65 -1.30
H 0.33 0.68 -3.31
H -1.74 3.61 1.45
H 1.31 -2.50 3.05
H 1.92 2.65 -3.70
H -0.41 2.60 -0.40
H -2.27 -1.16 -2.16
H 3.45 -0.37 -1.85
H -2.33 -0.02 3.03
H 0.91 -1.83 -0.91
H 0.44 -0.78 -3.73
H -0.94 -0.76 -1.48
H 3.08 -0.71 0.90
H -0.14 0.09 1.34
H 2.98 -3.49 -0.36
H 3.86 -3.05 1.01
H -2.63 2.16 -0.21
H -2.34 0.87 0.93